1.
Density functional theory data (the ωB97M-V functional and the def2-TZVPD basis) for a single C10H11NO2 molecule in a non-equilibrium geometry.

Structure (XYZ):
```
24
Properties=species:S:1:pos:R:3:nbo_charge:R:1
C -3.395 -0.971 0.530 -0.224
C -2.521 -1.552 -0.377 -0.204
C -3.004 0.168 1.218 -0.204
C -1.274 -1.007 -0.598 -0.224
C -1.763 0.728 0.995 -0.212
C -0.873 0.157 0.075 -0.052
C 1.888 -0.289 1.316 0.698
C 0.427 0.738 -0.119 0.225
C 0.634 2.213 -0.223 -0.669
C 3.390 -1.327 -0.380 -0.435
N 2.239 -0.576 0.083 -0.175
O 2.229 -0.527 2.429 -0.540
O 1.392 -0.024 -0.883 -0.382
H -4.368 -1.409 0.709 0.213
H -2.821 -2.439 -0.918 0.212
H -3.665 0.620 1.947 0.214
H -0.603 -1.449 -1.323 0.218
H -1.458 1.592 1.566 0.208
H -0.094 2.748 0.377 0.228
H 0.496 2.513 -1.267 0.218
H 1.639 2.504 0.079 0.226
H 3.088 -2.317 -0.723 0.208
H 3.847 -0.775 -1.200 0.220
H 4.095 -1.416 0.444 0.233
```

Calculated values
HOMO energy (spin up / spin down): -7.3494 / -7.4655 eV
M: 177.2 g/mol
Calculated total energy: -16129.434 eV
Multiplicity: 1
ΔE to the lowest compared entry with this formula, charge and spin: 468.7 kJ/mol

2.
Density functional theory data (the ωB97M-V functional and the def2-TZVPD basis) for a molecular structure, C45H42AgFN7O5S in a non-equilibrium geometry.

Structure (XYZ):
```
102
Properties=species:S:1:pos:R:3:lowdin_charge:R:1
Ag -0.564 1.498 0.531 0.765
C -4.058 1.536 1.875 -0.202
N -3.179 1.861 0.781 -0.019
C -3.718 2.195 -0.339 -0.149
C -2.940 2.498 -1.471 -0.363
C -3.337 2.801 -2.789 -0.111
C -2.165 2.974 -3.507 -0.152
C -1.118 2.775 -2.595 -0.216
N -1.574 2.487 -1.385 0.011
C -4.632 2.755 2.553 -0.196
C -5.946 2.749 3.000 -0.056
C -6.492 3.859 3.620 -0.112
C -5.724 4.994 3.802 -0.120
C -4.414 5.010 3.354 -0.088
C -3.869 3.903 2.730 -0.028
H -3.479 0.964 2.611 0.103
H -4.895 0.894 1.543 0.109
H -4.816 2.223 -0.457 0.127
H -4.349 2.878 -3.152 0.071
H -2.064 3.202 -4.555 0.059
H -0.062 2.848 -2.785 0.084
H -6.549 1.862 2.852 0.102
H -7.520 3.836 3.954 0.089
H -6.145 5.861 4.292 0.088
H -3.810 5.895 3.486 0.096
H -2.857 3.922 2.359 0.100
C -6.303 -3.197 -0.670 -0.064
C -5.024 -2.771 -0.006 -0.286
C -4.411 -3.573 0.949 -0.056
C -3.204 -3.194 1.515 -0.065
C -2.601 -2.017 1.121 -0.249
C -3.186 -1.215 0.160 -0.057
C -4.402 -1.584 -0.385 -0.034
S -0.926 -1.630 1.678 0.599
O -0.567 -2.649 2.658 -0.352
O -0.160 -1.694 0.455 -0.344
N -0.887 -0.132 2.200 -0.154
C -1.231 0.235 3.442 -0.308
C -1.720 -0.613 4.433 -0.047
C -2.037 -0.138 5.700 -0.104
C -1.941 1.195 6.016 -0.080
C -1.459 2.099 5.054 -0.173
C -1.303 3.478 5.299 -0.036
C -0.715 4.269 4.351 -0.072
C -0.317 3.693 3.135 -0.139
N -0.515 2.429 2.853 0.094
C -1.064 1.625 3.773 -0.178
H -6.553 -4.222 -0.408 0.065
H -6.200 -3.134 -1.752 0.074
H -7.136 -2.554 -0.385 0.076
H -4.857 -4.521 1.226 0.100
H -2.693 -3.816 2.236 0.102
H -2.674 -0.319 -0.160 0.091
H -4.851 -0.960 -1.146 0.116
H -1.828 -1.659 4.200 0.082
H -2.374 -0.842 6.451 0.093
H -2.200 1.559 7.002 0.092
H -1.640 3.885 6.245 0.107
H -0.546 5.322 4.532 0.095
H 0.183 4.267 2.368 0.097
F 1.998 -3.879 -1.924 0.032
C 2.680 -2.685 -1.858 -0.177
C 2.018 -1.558 -1.448 0.101
C 2.670 -0.319 -1.465 -0.021
C 1.891 0.884 -1.177 -0.282
O 0.652 0.832 -1.144 -0.026
C 2.693 2.088 -1.044 -0.014
C 3.975 2.087 -1.440 0.018
N 4.617 0.985 -1.998 -0.022
C 5.824 1.186 -2.723 -0.286
C 5.879 2.328 -3.693 -0.088
C 5.854 0.921 -4.206 -0.108
C 4.009 -0.246 -1.914 -0.134
C 4.682 -1.421 -2.249 0.045
C 4.019 -2.656 -2.219 -0.166
N 4.761 -3.834 -2.557 -0.104
C 5.171 -3.948 -3.931 -0.146
C 6.386 -4.874 -3.965 -0.100
N 5.960 -6.195 -3.423 0.045
C 5.472 -6.059 -2.020 -0.093
C 4.291 -5.091 -2.035 -0.159
C 2.147 3.390 -0.382 -0.674
O 2.767 4.419 -0.668 -0.040
O 1.196 3.254 0.405 -0.058
H 1.001 -1.601 -1.095 0.097
H 4.580 2.977 -1.334 0.137
H 6.736 0.960 -2.171 0.145
H 6.787 2.905 -3.773 0.101
H 4.977 2.908 -3.807 0.114
H 6.754 0.504 -4.639 0.091
H 4.942 0.581 -4.672 0.106
H 5.725 -1.400 -2.530 0.111
H 5.444 -2.956 -4.289 0.133
H 4.382 -4.352 -4.597 0.142
H 7.156 -4.467 -3.311 0.140
H 6.783 -5.005 -4.973 0.134
H 6.714 -6.885 -3.490 0.185
H 5.164 -6.516 -3.990 0.182
H 6.276 -5.648 -1.411 0.140
H 5.183 -7.041 -1.643 0.136
H 3.927 -4.937 -1.020 0.152
H 3.470 -5.539 -2.625 0.134
```

Calculated values
HOMO energy: -2.9392 eV
M: 919.8 g/mol
Calculated total energy: -85564.436 eV
Charge: -1
Multiplicity: 1
ΔE to the lowest compared entry with this formula, charge and spin: 104.8 kJ/mol

3.
Density functional theory data (the ωB97M-V functional and the def2-TZVPD basis) for a molecular structure, C33H27AsCrN3O7S2.

Structure (XYZ):
```
74
Properties=species:S:1:pos:R:3:mulliken_spin:R:1
Cr 0.685 -1.201 -0.463 3.171
C 1.674 -3.623 1.522 -0.003
C 1.778 -2.256 2.111 0.035
C 2.269 -2.133 3.456 0.436
C 2.263 -0.905 4.102 -0.098
C 1.855 0.206 3.421 0.403
C 1.644 0.173 1.935 -0.078
N 1.398 -1.222 1.433 0.055
C 0.489 1.028 1.423 0.064
C 0.126 2.220 2.049 -0.017
C -0.742 3.073 1.414 0.013
C -1.220 2.733 0.157 0.003
C -0.839 1.532 -0.407 0.033
N -0.012 0.684 0.231 -0.064
C -1.375 1.144 -1.740 -0.035
C -1.524 2.080 -2.758 -0.004
C -2.093 1.651 -3.946 0.001
C -2.498 0.332 -4.063 0.001
C -2.296 -0.542 -2.998 0.006
C -2.694 -1.984 -3.065 0.003
N -1.735 -0.123 -1.864 0.019
H 1.989 -4.372 2.246 -0.007
H 2.334 -3.664 0.650 0.005
H 0.646 -3.819 1.205 0.005
H 2.608 -3.030 3.953 0.022
H 2.597 -0.828 5.130 -0.004
H 1.900 1.181 3.882 0.029
H 0.548 2.471 3.008 -0.002
H -1.047 4.001 1.884 0.000
H -1.914 3.371 -0.371 0.000
H -1.178 3.096 -2.634 0.000
H -2.215 2.338 -4.773 0.000
H -2.952 -0.031 -4.976 0.000
H -3.279 -2.190 -3.962 0.000
H -3.273 -2.253 -2.180 -0.001
H -1.804 -2.614 -3.073 0.001
O 2.430 -0.304 -0.902 -0.018
As 4.183 -1.171 -0.854 0.007
O 3.998 -2.563 0.019 0.007
O 2.739 0.751 1.388 0.061
C 3.981 -1.829 -2.765 0.002
C 5.194 -1.760 -3.447 0.000
C 5.370 -2.293 -4.717 0.000
C 4.313 -2.928 -5.349 0.000
C 3.086 -3.007 -4.707 -0.001
C 2.927 -2.455 -3.438 0.007
S 1.280 -2.548 -2.775 0.006
O 0.671 -1.204 -2.793 -0.008
O 0.586 -3.546 -3.545 -0.003
O 1.392 -2.882 -1.324 -0.010
H 2.587 0.332 -0.138 -0.004
H 6.036 -1.277 -2.959 0.000
H 6.334 -2.219 -5.208 0.000
H 4.435 -3.360 -6.334 0.000
H 2.245 -3.495 -5.177 0.000
C -8.284 -7.565 -0.379 0.000
C -7.627 -6.266 0.006 0.001
O -7.695 -5.262 -0.640 0.000
S -6.714 -6.365 1.576 0.000
C -5.332 -5.307 1.215 0.011
C -5.475 -3.928 1.114 -0.003
C -4.372 -3.140 0.830 0.011
C -3.103 -3.705 0.666 -0.033
C -2.974 -5.094 0.787 0.015
C -4.077 -5.887 1.053 -0.005
C -1.964 -2.892 0.367 0.095
C -0.997 -2.201 0.112 -0.132
H -8.961 -7.407 -1.215 0.000
H -8.815 -7.987 0.476 0.000
H -7.503 -8.275 -0.653 0.000
H -6.450 -3.479 1.246 0.000
H -4.478 -2.066 0.743 0.000
H -1.998 -5.541 0.654 0.001
H -3.971 -6.961 1.130 0.000
```

Calculated values
HOMO energy (spin up / spin down): -4.5981 / -4.6043 eV
M: 768.6 g/mol
Calculated total energy: -164393.702 eV
Charge: -1
Expectation value of S²: 6.0555
Multiplicity: 5
ΔE to the lowest compared entry with this formula, charge and spin: 293.8 kJ/mol

4.
Density functional theory data (the ωB97M-V functional and the def2-TZVPD basis) for 2 unconnected molecules or ions with the total composition C3HF5O2 in a non-equilibrium geometry.

Structure (XYZ):
```
11
Properties=species:S:1:pos:R:3:nbo_charge:R:1
C 1.030 -0.345 0.099 0.351
C 0.697 -1.752 0.078 0.784
C -0.776 1.697 -0.278 1.004
O 0.715 -1.078 1.267 -0.480
O -1.855 1.032 -0.575 -0.657
F 2.301 0.083 -0.007 -0.329
F 1.557 -2.750 -0.090 -0.300
F -0.507 -2.151 -0.358 -0.323
F -0.225 2.395 -1.229 -0.279
F -0.666 2.274 0.903 -0.301
H -2.269 0.596 0.190 0.529
```

Calculated values
HOMO energy (spin up / spin down): -9.3878 / -8.5249 eV
M: 164.0 g/mol
Calculated total energy: -20804.879 eV
Multiplicity: 1
ΔE to the lowest compared entry with this formula, charge and spin: 236.2 kJ/mol